a:
C3H5IrO3 | ωB97M-V with the def2-TZVPD basis set

Its HOMO energy (alpha / beta) is -0.4285 / -0.5913 hartree. For the LUMO energy (alpha / beta), the calculation gives -3.813 / -7.694 eV. The expectation value of S² is 8.756. Its net charge is +1. The spin multiplicity is 6. The calculation puts the HOMO-LUMO gap (alpha / beta) at 0.2884 / 0.3086 Eh.

CARTESIAN COORDINATES (ANGSTROEM)
C 0.18944 0.14965 0.15354
O 1.36135 0.41863 0.38046
O -0.68506 1.14451 0.12883
O -0.38092 -1.00968 -0.11254
C -1.99412 0.66012 -0.21470
C -1.80590 -0.86236 -0.22343
H -2.26643 1.06696 -1.19456
H -2.70040 1.00407 0.54715
H -2.12808 -1.33448 -1.15616
H -2.27512 -1.36100 0.63141
Ir 3.09717 0.09477 -0.26474
H 2.48808 -1.59341 -0.04643



b:
C3H5IrO3 | ωB97M-V with the def2-TZVPD basis set

Its HOMO energy (alpha / beta) is -0.4776 / -0.5487 hartree. For the LUMO energy (alpha / beta), the calculation gives -3.722 / -7.960 eV. The expectation value of S² is 8.760. Its net charge is +1. The spin multiplicity is 6. The calculation puts the HOMO-LUMO gap (alpha / beta) at 0.3408 / 0.2562 Eh.

CARTESIAN COORDINATES (ANGSTROEM)
H 2.04492 -2.25811 0.41493
O -1.18056 -1.05472 0.04265
C -0.00990 -1.13996 0.63719
C -1.44593 0.25268 -0.53102
O 2.17951 -1.48808 -0.13944
O 0.49063 0.13366 0.72073
C -0.34155 1.11799 0.04064
Ir 2.53231 0.19358 0.56374
H -2.45142 0.55623 -0.22444
H -1.37968 0.15623 -1.62097
H -0.61016 1.83048 0.82589
H 0.17183 1.70002 -0.72990



Most favorable structure: a. The second most favorable one is 29.8 kcal/mol above it.



a:
C4H11N3O2 | ωB97M-V with the def2-TZVPD basis set

Its HOMO energy (alpha / beta) is -0.4970 / -0.4957 hartree. For the LUMO energy (alpha / beta), the calculation gives -3.579 / -7.878 eV. The expectation value of S² is 0.757. Its net charge is +1. The spin multiplicity is 2. The calculation puts the HOMO-LUMO gap (alpha / beta) at 0.3655 / 0.2062 Eh.

CARTESIAN COORDINATES (ANGSTROEM)
C -1.16141 -2.99527 1.06720
C -1.76533 -1.66436 0.69534
O -0.78728 -0.71522 0.50981
O -2.89893 -1.36848 0.57903
H -1.05692 -3.59627 0.15526
H -1.78170 -3.57358 1.74183
H -0.12286 -2.84171 1.32116
C 2.68156 -0.04134 -0.57243
C 0.92636 1.68713 -0.50919
N 1.34256 0.40744 -0.47354
N 1.67857 2.66908 -1.04749
N -0.33381 1.96173 -0.19818
H -0.03512 -0.32677 0.07718
H 2.36080 2.46752 -1.76158
H 1.21264 3.55474 -1.18793
H -0.89974 1.20231 0.21602
H -0.60543 2.89476 0.09724
H 3.00557 -0.42127 0.40702
H 3.38689 0.76715 -0.78513
H 2.71116 -0.86880 -1.27893



b:
C4H11N3O2 | ωB97M-V with the def2-TZVPD basis set

Its HOMO energy (alpha / beta) is -0.4859 / -0.4857 hartree. For the LUMO energy (alpha / beta), the calculation gives -3.920 / -8.317 eV. The expectation value of S² is 0.784. Its net charge is +1. The spin multiplicity is 2. The calculation puts the HOMO-LUMO gap (alpha / beta) at 0.3419 / 0.1801 Eh.

CARTESIAN COORDINATES (ANGSTROEM)
C -1.06327 -1.81068 -2.33991
C -1.34125 0.05768 -0.70253
N -1.30990 1.33630 -0.48123
N -1.26799 -0.43492 -1.95250
N -1.55653 -0.89798 0.29943
H -1.39741 1.96660 -1.28363
H 2.81828 -0.10541 3.70424
H -1.34194 0.20114 -2.74454
H -0.74217 -0.93322 0.91631
H -2.34151 -0.59892 0.87340
H -1.03182 -2.45836 -1.48141
H -0.15273 -1.89187 -2.93655
H -1.84731 -2.04908 -3.07147
C 1.34788 1.34157 1.23417
C 2.45715 0.58760 1.91778
O 2.11032 0.28987 3.18187
O 3.56460 0.43884 1.48703
H 1.77921 2.27334 0.84277
H 0.68179 1.76795 2.00140
H 0.63459 0.91954 0.53538



Most favorable structure: a. The second most favorable one is 3.4 kcal/mol above it.



a:
C2H4ClNO | ωB97M-V with the def2-TZVPD basis set

Its HOMO energy is -0.3659 hartree. For the LUMO energy, the calculation gives 0.470 eV. The calculation puts the HOMO-LUMO gap at 0.3832 Eh.

CARTESIAN COORDINATES (ANGSTROEM)
C -0.18857 -0.03078 0.56418
C -0.86901 0.41591 -0.64412
H 1.64775 -0.93702 -0.29139
H 1.22421 -1.00024 1.58185
H -0.44511 1.59497 -0.88360
H -1.93641 0.10451 -0.80512
N 1.23173 -0.22199 0.64469
O -0.79518 0.01427 1.67450
Cl 0.13060 0.06038 -1.84099



b:
C2H4ClNO | ωB97M-V with the def2-TZVPD basis set

Its HOMO energy is -0.3483 hartree. For the LUMO energy, the calculation gives -0.473 eV. The calculation puts the HOMO-LUMO gap at 0.3309 Eh.

CARTESIAN COORDINATES (ANGSTROEM)
C -0.31094 0.70904 -0.72794
C 0.38550 -0.27634 0.16056
N -0.55260 -0.97730 0.98048
O -0.42386 -0.97545 2.18214
Cl 1.19260 -1.54379 -0.76210
H 0.43908 1.48195 -1.16808
H -0.77396 0.20399 -1.54738
H -1.04470 1.31687 -0.00275
H 1.08889 0.06102 0.88507



Most favorable structure: b. The second most favorable one is 13.0 kcal/mol above it.



a:
C8H16N2 | ωB97M-V with the def2-TZVPD basis set

Its HOMO energy is -0.3188 hartree. For the LUMO energy, the calculation gives 0.859 eV. The calculation puts the HOMO-LUMO gap at 0.3504 Eh.

CARTESIAN COORDINATES (ANGSTROEM)
C 1.49380 -2.48274 -0.37432
C 0.34292 -2.74274 0.63386
C 1.37144 -1.17121 -1.07636
C 1.31436 -0.99436 -2.42809
C 1.33458 0.94236 -1.39668
N 1.37130 0.04333 -0.43651
N 1.27121 0.37405 -2.60847
H 2.40459 -2.56417 0.22185
H 1.50906 -3.24530 -1.14037
H 0.13978 -3.81156 0.70375
H 1.28399 -1.68406 -3.25930
H 1.47687 1.96333 -1.10023
H 1.39405 0.84312 -3.49181
H -0.59900 -2.32413 0.26972
H 0.58404 -2.29327 1.59395
C -1.83590 2.34781 1.31941
C -0.85586 1.72649 2.32967
C -1.98048 1.39697 0.14086
H -2.78078 2.40630 1.84784
H -1.41506 3.30645 1.02888
H 0.10562 1.45016 1.87940
H -1.02864 1.15700 -0.32939
H -2.41051 0.45615 0.44255
H -1.21040 0.75799 2.69293
H -0.64346 2.36204 3.18446
H -2.63751 1.78000 -0.64761



b:
C8H16N2 | ωB97M-V with the def2-TZVPD basis set

Its HOMO energy is -0.3173 hartree. For the LUMO energy, the calculation gives 0.908 eV. The calculation puts the HOMO-LUMO gap at 0.3507 Eh.

CARTESIAN COORDINATES (ANGSTROEM)
C -1.69731 -0.19043 -1.18719
C -1.18420 0.92097 -2.14648
C -2.31148 0.39603 0.03456
C -3.57576 0.84791 0.25105
C -2.38280 1.06874 2.06381
N -1.56980 0.55965 1.18403
N -3.62516 1.24009 1.56892
H -2.33652 -0.83042 -1.79004
H -0.79920 -0.68578 -0.83885
H -0.34173 1.44908 -1.69876
H -4.39594 0.61792 -0.41184
H -2.10178 1.29067 3.08146
H -4.38602 1.77764 1.94064
H -1.98180 1.61563 -2.39650
H -0.82104 0.46239 -3.06324
C 3.60439 -0.70812 0.40195
C 2.42198 -0.42160 1.29577
C 3.21056 -1.61567 -0.75194
H 4.09013 0.18767 0.01267
H 4.37738 -1.23053 0.96419
H 2.06861 -1.34514 1.77356
H 4.02816 -1.76493 -1.48260
H 2.97323 -2.65463 -0.53173
H 2.46764 -1.18233 -1.40874
H 2.72897 0.11594 2.19557
H 1.53948 0.07924 0.93971



Most favorable structure: a. The second most favorable one is 4.3 kcal/mol above it.



a:
C8H16N2 | ωB97M-V with the def2-TZVPD basis set

Its HOMO energy (alpha / beta) is -0.2888 / -0.2888 hartree. For the LUMO energy (alpha / beta), the calculation gives -0.241 / -0.241 eV. The calculation puts the HOMO-LUMO gap (alpha / beta) at 0.2799 / 0.2800 Eh.

CARTESIAN COORDINATES (ANGSTROEM)
C 0.61144 0.22720 1.55806
C 1.86077 0.20908 0.67519
C 0.15340 -1.16380 1.87237
C -0.55065 1.08217 0.95334
C -1.71954 1.18531 1.64116
H 0.87002 0.76764 2.47575
H -0.22112 1.95565 0.40121
H 2.08001 1.19656 0.27270
H 1.74764 -0.46849 -0.16777
H 2.71493 -0.14045 1.25602
H -0.49925 -1.48054 0.68632
H 0.95273 -1.87703 2.04728
H -0.61924 -1.22326 2.63329
H -2.08074 0.40197 2.29085
H -2.41725 1.98352 1.43781
C 0.55140 -0.81776 -2.60157
C -0.07531 0.33637 -1.86781
C -1.13655 0.00402 -0.86181
N 0.18979 1.56394 -2.03987
N -1.25000 -1.26577 -0.47557
H 0.95256 1.71549 -2.69793
H -2.18314 -1.47216 -0.12731
H -2.01287 0.63056 -0.99824
H -0.15852 -1.19612 -3.34149
H 0.76513 -1.64159 -1.92379
H 1.47435 -0.51252 -3.09817



b:
C8H16N2 | ωB97M-V with the def2-TZVPD basis set

Its HOMO energy is -0.3107 hartree. For the LUMO energy, the calculation gives 1.000 eV. The calculation puts the HOMO-LUMO gap at 0.3475 Eh.

CARTESIAN COORDINATES (ANGSTROEM)
C 1.83616 1.63638 0.35990
C 2.56847 0.52495 -0.42011
C 2.28888 -0.91414 -0.07525
C 0.86742 -1.44620 -0.36510
C -1.42242 -1.64947 0.41167
C -2.08188 -0.77130 -0.60960
C -2.57843 0.39900 -0.26909
C -2.95399 1.61294 0.04549
H -0.10829 1.01993 0.49835
H 0.22561 1.92116 -0.86330
H 1.98930 1.43950 1.43602
H 2.35230 2.58823 0.21083
H 3.65294 0.66267 -0.29019
H 2.36909 0.68612 -1.51568
H 3.04479 -1.53181 -0.59777
H 2.52852 -1.09063 0.98103
H 0.52370 -0.92894 -1.26989
H 0.94437 -2.52019 -0.54791
H 0.20742 -1.58198 1.59588
H -1.29881 -2.72399 0.06424
H -1.91827 -1.58183 1.40557
H -2.17245 -1.09357 -1.64825
H -2.27946 2.45428 -0.10683
H -3.97979 1.71963 0.37857
N 0.43720 1.78345 0.12622
N -0.04095 -1.18223 0.70262



Most favorable structure: b. The second most favorable one is 43.6 kcal/mol above it.



a:
C4H6Br2O | ωB97M-V with the def2-TZVPD basis set

Its HOMO energy is -0.3732 hartree. For the LUMO energy, the calculation gives 0.412 eV. The calculation puts the HOMO-LUMO gap at 0.3883 Eh.

CARTESIAN COORDINATES (ANGSTROEM)
C 0.15882 0.41725 1.73490
C 0.47979 -0.79157 0.82429
C -0.58983 -0.12206 -0.03560
C -0.45253 0.19651 -1.53009
O -0.54107 1.06660 0.61317
Br 2.21265 -1.09848 0.01069
Br -2.42828 -1.05167 0.08653
H -0.54190 0.19117 2.43777
H 0.92607 1.18174 2.12971
H 0.14346 -1.82225 1.15202
H -1.27918 0.66641 -2.04486
H 0.08173 -0.58485 -2.17253
H 0.38573 0.96959 -1.62842



b:
C4H6Br2O | ωB97M-V with the def2-TZVPD basis set

Its HOMO energy is -0.3443 hartree. For the LUMO energy, the calculation gives 0.567 eV. The calculation puts the HOMO-LUMO gap at 0.3651 Eh.

CARTESIAN COORDINATES (ANGSTROEM)
C 0.87001 -0.07353 0.57831
C 0.12572 -0.39888 1.83425
C 0.40485 1.27694 -1.87201
C -0.20113 0.19900 -1.06608
O 2.06033 -0.11802 0.38940
Br 0.07770 3.02290 -1.05715
Br -0.17201 -1.59137 -1.81419
H -0.03781 0.51492 2.45298
H 0.78755 -1.03291 2.46464
H -0.85332 -0.87212 1.48275
H 0.02809 1.36947 -2.88004
H 1.41543 1.29628 -1.90855
H -1.27247 0.49360 -0.93566



Most favorable structure: b. The second most favorable one is 3.9 kcal/mol above it.



a:
C3H8BrN | ωB97M-V with the def2-TZVPD basis set

Its HOMO energy is -0.3538 hartree. For the LUMO energy, the calculation gives 0.407 eV. The calculation puts the HOMO-LUMO gap at 0.3688 Eh.

CARTESIAN COORDINATES (ANGSTROEM)
C 0.37148 -1.47856 0.31908
C 0.21103 0.85005 -0.73204
C 0.88431 -0.14011 -0.16316
N -2.55091 1.20801 0.56811
Br -3.08355 -0.43395 -0.13539
H -0.24642 -2.13605 -0.31909
H 1.14011 -2.21671 0.55474
H -0.25120 -1.37853 1.23957
H -2.02470 1.63996 -0.08197
H 0.46015 1.90335 -1.05449
H -0.77210 0.59979 -1.11748
H 2.01383 0.04591 0.12053
H -3.35457 1.69130 0.51994



b:
C3H8BrN | ωB97M-V with the def2-TZVPD basis set

Its HOMO energy is -0.3473 hartree. For the LUMO energy, the calculation gives 0.389 eV. The calculation puts the HOMO-LUMO gap at 0.3616 Eh.

CARTESIAN COORDINATES (ANGSTROEM)
C 1.18913 1.12620 -0.50087
C -1.26501 0.56908 -0.38953
C -0.07915 0.39400 0.08154
N 0.21464 -3.38982 0.23897
Br 0.90924 -2.61538 -1.31597
H 0.93706 1.46046 -1.58444
H 1.29678 1.98471 0.20564
H 2.03822 0.44575 -0.56279
H -0.08411 -2.56277 0.83154
H -2.08399 0.16342 0.08394
H -1.36622 1.22985 -1.31119
H 0.22952 -0.20525 1.03996
H -0.57970 -3.82178 -0.11982



Most favorable structure: b. The second most favorable one is 7.4 kcal/mol above it.



a:
FH3OSi | ωB97M-V with the def2-TZVPD basis set

Its HOMO energy (alpha / beta) is -0.3357 / -0.3319 hartree. For the LUMO energy (alpha / beta), the calculation gives -1.320 / -1.330 eV. The calculation puts the HOMO-LUMO gap (alpha / beta) at 0.2872 / 0.2830 Eh.

CARTESIAN COORDINATES (ANGSTROEM)
O -0.86272 -1.30928 -1.17470
F 1.50082 1.27112 0.01266
Si 0.00899 0.77164 0.48564
H -0.33720 -2.12834 -1.15244
H -0.81718 1.85854 0.50370
H 0.50729 -0.46368 1.32514



b:
FH3OSi | ωB97M-V with the def2-TZVPD basis set

Its HOMO energy is -0.4250 hartree. For the LUMO energy, the calculation gives -1.113 eV. The calculation puts the HOMO-LUMO gap at 0.3841 Eh.

CARTESIAN COORDINATES (ANGSTROEM)
O -0.83260 0.64583 -0.40952
F -0.91999 1.13213 -2.65845
Si 0.08009 -0.10942 0.52619
H 1.26168 0.06335 1.45197
H -0.02158 -1.58449 1.00723
H -1.17968 0.69317 -1.85869



Most favorable structure: b. The second most favorable one is 35.7 kcal/mol above it.